H28O14Xe | ωB97M-V with the def2-TZVPD basis set

Values from the calculation:
F_max ... 0.9 eV/Å
Energy above the lowest of the compared OMol25 structures with the same formula, charge and spin ... 4.4 kcal/mol

Geometry as XYZ:
```
43
Properties=species:S:1:pos:R:3:forces:R:3
Xe 3.475567 11.908064 12.693131 -0.57 0.16 -0.10
O 6.123806 14.944692 14.198140 0.34 -0.07 0.25
H 5.681440 15.655176 13.733644 -0.41 0.23 -0.03
H 6.048206 14.191380 13.612446 0.02 -0.29 -0.12
O 0.489223 13.656189 14.495741 0.24 -0.06 0.07
H 0.363988 14.571389 14.746674 -0.05 0.45 0.13
H -0.123772 13.170085 15.047262 -0.44 -0.16 0.12
O 1.671109 8.795333 10.973606 -0.19 0.13 -0.74
H 1.036750 9.489920 11.150725 -0.29 0.08 0.11
H 2.267346 8.818280 11.722086 0.41 -0.13 0.72
O 2.514387 15.063652 10.678972 0.35 0.77 0.22
H 3.145818 14.535786 10.190215 0.56 -0.27 -0.35
H 1.909359 14.425326 11.056744 -0.51 -0.28 0.04
O 3.206983 9.978895 16.082359 0.38 -0.71 -0.49
H 2.642257 10.740824 16.211875 -0.25 0.70 0.29
H 3.370768 9.648631 16.965727 -0.03 -0.31 0.22
O 4.512410 13.108640 9.284465 -0.39 0.43 -0.17
H 5.363605 12.932447 9.685258 0.63 0.13 0.35
H 4.099662 12.248239 9.209652 -0.56 -0.31 -0.16
O 6.416371 11.851214 13.372282 0.48 0.09 -0.46
H 6.163270 11.712904 14.284993 -0.07 0.14 0.91
H 6.700829 10.989094 13.068840 0.23 -0.20 -0.13
O 0.490440 13.684896 11.760899 -0.30 0.00 -0.46
H 0.465379 13.794926 12.711417 -0.04 -0.13 0.42
H 0.185041 12.789556 11.614817 -0.04 -0.18 -0.17
O 6.871217 12.805991 10.815105 0.08 -0.06 -0.57
H 7.404597 13.597317 10.889492 0.18 0.21 -0.08
H 6.545842 12.651640 11.701978 -0.12 -0.12 0.60
O 3.081031 10.516261 9.005202 0.27 0.57 -0.38
H 3.945686 10.125614 9.131667 0.19 -0.29 -0.05
H 2.510030 10.034073 9.603261 -0.29 -0.50 0.40
O 3.228463 8.567283 13.402373 -0.10 -0.25 -0.41
H 3.193304 9.126066 14.178746 -0.11 0.24 0.55
H 4.127695 8.239805 13.382906 0.21 -0.16 -0.06
O 1.948075 12.336089 16.559211 -0.20 -0.38 0.31
H 2.219449 13.219707 16.807822 0.23 0.19 0.11
H 1.675685 12.416956 15.645149 -0.02 0.38 -0.47
O 3.346675 16.111131 13.717571 0.08 0.29 0.37
H 3.021728 16.118566 12.817247 -0.11 -0.12 -0.74
H 2.854827 15.409624 14.144445 0.08 -0.25 0.05
O 5.708017 11.198763 16.050515 0.66 0.13 -0.22
H 4.883821 10.756034 15.848233 -0.70 -0.33 0.00
H 5.582364 11.548511 16.932619 0.13 0.25 0.12
```
Positions in Å, forces in eV/Å.